The following is a DFT calculation (ωB97M-V with the def2-TZVPD basis set) of a molecular structure, C43H41F12N6O3SSeV.

Atoms and positions in Å:
V 0.47 0.47 0.93
N 2.67 4.55 0.85
C 2.17 3.33 1.21
S 2.67 1.71 0.24
N 1.33 3.27 2.18
N 0.89 1.96 2.40
C 0.59 1.64 3.58
C -1.38 -0.17 3.25
C -1.87 -0.50 4.70
C -2.13 -1.94 5.00
C -1.97 -2.88 4.07
C -1.53 -2.62 2.71
C -1.23 -1.37 2.28
O -0.82 -1.09 1.08
H 3.04 4.58 -0.09
H 2.09 5.34 1.11
H 0.75 2.35 4.40
H -2.75 0.09 4.99
H -2.47 -2.20 6.00
H -2.18 -3.92 4.33
H -1.39 -3.44 2.02
C -0.29 -0.58 7.72
C 0.24 -0.58 6.32
C 1.39 -1.15 5.96
C 1.87 -1.22 4.59
C 1.20 -0.68 3.54
N 1.50 -0.81 2.21
C 1.90 -2.06 1.73
C 1.71 -3.24 2.47
C 2.13 -4.48 2.02
C 2.77 -4.62 0.80
C 3.25 -5.96 0.30
C 2.91 -3.48 0.03
C 2.47 -2.22 0.44
C 2.51 -1.02 -0.51
O 1.26 -0.42 -0.58
C 2.79 -1.45 -1.97
F 4.00 -2.03 -2.18
F 2.74 -0.39 -2.81
F 1.87 -2.33 -2.42
C 3.59 0.03 -0.07
F 4.33 -0.47 0.96
F 4.53 0.26 -1.07
F 4.09 2.00 1.21
C 0.04 0.28 3.86
C -0.56 0.13 5.28
C -2.18 0.90 2.41
O -1.45 1.37 1.38
C -3.50 0.21 1.87
F -3.28 -0.59 0.83
F -4.40 1.13 1.44
F -4.13 -0.53 2.81
C -2.74 2.14 3.23
F -3.06 3.15 2.43
F -3.86 1.86 3.96
F -1.87 2.64 4.12
H 0.37 -1.13 8.40
H -1.28 -1.04 7.77
H -0.40 0.45 8.11
H 2.00 -1.64 6.72
H 2.76 -1.80 4.39
H 1.19 -3.18 3.41
H 1.94 -5.35 2.65
H 3.13 -6.73 1.07
H 4.31 -5.93 0.03
H 2.70 -6.29 -0.58
H 3.37 -3.59 -0.93
H -0.79 1.13 5.67
C -4.61 -0.23 -3.98
C -3.88 1.00 -3.46
C -3.30 0.82 -2.06
C -2.08 -0.08 -1.98
N -1.00 0.39 -2.86
C -0.21 1.46 -2.62
Se -0.29 2.57 -1.16
N 0.61 1.61 -3.69
C 1.72 2.55 -3.74
C 1.31 3.97 -4.11
C 0.63 4.14 -5.47
C -0.84 3.74 -5.50
C 0.37 0.61 -4.61
C 0.94 0.31 -5.84
C 0.47 -0.81 -6.51
C -0.54 -1.60 -5.97
C -1.12 -1.30 -4.74
C -0.66 -0.18 -4.07
H -5.04 -0.06 -4.97
H -5.42 -0.51 -3.31
H -3.94 -1.09 -4.06
H -4.58 1.84 -3.45
H -3.09 1.29 -4.16
H -4.06 0.41 -1.40
H -3.02 1.79 -1.64
H -2.30 -1.11 -2.28
H -1.70 -0.13 -0.96
H 2.44 2.15 -4.46
H 2.19 2.53 -2.76
H 2.23 4.56 -4.09
H 0.67 4.36 -3.32
H 1.18 3.58 -6.24
H 0.71 5.19 -5.76
H -0.99 2.67 -5.44
H -1.32 4.09 -6.42
H -1.37 4.19 -4.65
H 1.74 0.92 -6.25
H 0.90 -1.07 -7.46
H -0.87 -2.48 -6.50
H -1.88 -1.94 -4.31

Calculated values
LUMO level (alpha / beta), eV: 4.0 / 4.0
ΔE to the lowest compared entry with this formula, charge and spin, kJ/mol: 589.1
Spin multiplicity: 3
Total charge: -2
Calculated total energy, eV: -194821.5773
Strongest force on any atom, hartree/bohr: 0.01546

Atomic partial charges in e from the Mulliken method, atoms 1 to 4: V -0.92; N -0.52; C 0.48; S 0.34